1.
The following is a quantum chemistry calculation of 3 unconnected molecules or ions with the total composition C32H42F9NO4S3 at a distorted geometry, from the Open Molecules 2025 dataset.

Values from the calculation:
E_tot: -100492.660 eV
Maximum force: 5.32 eV Å⁻¹
Charge: 0
Orbital gap: 6.6 eV
SMILES string: O=CO[C@@H](CCCCC(F)(F)C(F)(F)S(F)(F)(F)(F)F)CCCSC(=S)N(c1ccccc1)c1ccccc1.C1CCOC1.C1CCOC1
Highest occupied orbital energy: -8.0 eV

XYZ file:
```
91
C32H42F9NO4S3, DFT wB97M-V/def2-TZVPD
O 3.82804 2.06346 3.91457
C 4.08058 2.07851 2.67358
O 3.26311 2.91663 1.86649
C 2.61526 2.17263 0.79051
C 3.71019 1.60045 -0.27392
C 3.04570 1.37633 -1.74815
C 3.94420 0.46191 -2.71363
C 3.41471 -1.07969 -2.82831
C 3.84710 -1.95821 -1.52609
F 5.23402 -1.67886 -1.33076
F 3.01702 -1.44015 -0.46111
C 3.50983 -3.49098 -1.83639
F 2.08449 -3.61836 -1.68972
F 3.77901 -3.89383 -3.17613
S 4.30529 -4.75997 -0.71094
F 4.95241 -5.95521 0.26870
F 5.83956 -4.49687 -1.30463
F 4.48021 -3.70145 0.56218
F 2.77633 -5.16440 -0.09299
F 4.05407 -5.96551 -1.87972
C 1.58032 1.05514 1.28939
C 0.14153 1.66953 1.75913
C -0.96579 0.93924 0.85427
S -2.67432 0.93602 1.57988
C -3.72457 -0.04324 0.37935
S -2.89773 -0.63426 -0.98217
N -5.15912 -0.30928 0.60219
C -6.02743 0.77299 0.09537
C -5.83111 1.27600 -1.37352
C -6.73319 2.38955 -2.02105
C -7.87725 3.02211 -1.19091
C -8.07949 2.54481 0.29687
C -7.17952 1.43213 0.94140
C -5.57709 -1.64573 0.14562
C -4.82225 -2.94376 0.63351
C -5.21859 -4.37823 0.16743
C -6.41297 -4.62517 -0.81945
C -7.18633 -3.36515 -1.28887
C -6.78996 -1.91709 -0.81541
H 4.93185 1.41271 2.27150
H 2.00757 2.95266 0.18633
H 4.24215 0.66699 0.11864
H 4.53755 2.39481 -0.44370
H 2.01143 0.90696 -1.62716
H 2.92536 2.41939 -2.20418
H 5.07139 0.52271 -2.50992
H 3.80469 0.88734 -3.78313
H 3.85985 -1.47957 -3.79830
H 2.27526 -1.03002 -2.84722
H 2.01621 0.38203 2.12178
H 1.41086 0.34145 0.39225
H 0.03535 1.45364 2.89051
H 0.13285 2.79696 1.55252
H -1.04264 1.45900 -0.17374
H -0.64224 -0.16776 0.75345
H -5.02568 0.83713 -2.07274
H -6.56239 2.71747 -3.11281
H -8.55426 3.81380 -1.67558
H -8.95062 3.04422 0.84974
H -7.39942 1.11106 2.01547
H -3.94379 -2.80760 1.35607
H -4.63811 -5.30047 0.53386
H -6.72762 -5.64771 -1.20745
H -8.08660 -3.47816 -2.00125
H -7.43322 -1.07080 -1.21881
C 5.55598 1.92300 6.60556
C 6.64922 1.92957 7.65099
C 6.39191 3.24024 8.36817
O 4.98177 3.48504 8.29114
C 4.40486 2.56840 7.35006
H 5.31431 0.92823 6.22825
H 5.84977 2.54900 5.75699
H 6.50711 1.09149 8.34158
H 7.65623 1.86192 7.23505
H 6.90419 4.07202 7.87255
H 6.70340 3.21379 9.41524
H 3.83131 1.82521 7.91497
H 3.72282 3.10332 6.68595
C -1.57824 -0.96886 -5.92668
C -1.94246 0.41246 -6.42343
C -3.25236 0.67036 -5.70519
O -3.18974 -0.03904 -4.46080
C -2.06242 -0.92511 -4.49090
H -0.51472 -1.20000 -6.01061
H -2.13837 -1.72461 -6.48722
H -1.18789 1.13543 -6.09574
H -2.03112 0.48040 -7.50916
H -4.10174 0.27629 -6.27335
H -3.42391 1.73250 -5.51413
H -1.29506 -0.51336 -3.82543
H -2.35691 -1.90802 -4.11656
```


2.
The following is a quantum chemistry calculation of a molecular structure, C32H42N6O2S2Y at a distorted geometry, from the Open Molecules 2025 dataset.

Values from the calculation:
E_tot: -69615.151 eV
Maximum force: 2.78 eV Å⁻¹
Charge: +1
Orbital gap: 7.5 eV
Highest occupied orbital energy: -9.5 eV

XYZ file:
```
85
C32H42N6O2S2Y, DFT wB97M-V/def2-TZVPD
Y 1.41924 -0.92726 1.18932
C 1.13767 -2.72747 -2.13249
C 2.09995 -1.57843 -2.04692
N 2.86312 -1.38580 -0.75098
C 3.85066 -2.46395 -0.59379
C 3.33621 -3.64963 0.28584
N 2.65617 -3.23603 1.57106
C 2.20349 -4.49852 2.25733
C 1.46940 -4.34732 3.60111
C 0.62512 -3.06969 3.91436
N -0.08470 -2.38769 2.71362
C -1.10061 -3.27902 2.04244
C -0.85408 -3.49181 0.55276
N -0.46121 -2.28754 -0.18727
C -0.32524 -2.46831 -1.69020
H 1.46081 -3.68103 -1.59991
H 1.07861 -2.99880 -3.18016
H 1.60876 -0.60905 -2.22623
H 2.82720 -1.62346 -2.91475
H 3.42679 -0.53349 -0.88979
H 4.73837 -2.03328 -0.11802
H 4.08923 -2.90599 -1.57261
H 4.20809 -4.25101 0.53762
H 2.64740 -4.25524 -0.34948
H 3.45615 -2.97019 2.18491
H 3.02889 -5.17034 2.47681
H 1.57243 -5.06712 1.60911
H 2.15493 -4.50648 4.41553
H 0.77570 -5.17196 3.72967
H 1.27998 -2.30410 4.33025
H -0.17669 -3.34426 4.71238
H -0.60041 -1.64645 3.22004
H -2.09114 -2.84709 2.13218
H -1.15537 -4.27170 2.46048
H -1.82341 -3.87127 0.04701
H -0.09871 -4.27653 0.41596
H -1.29377 -1.67317 -0.17876
H -0.78760 -1.57218 -2.17509
H -1.01354 -3.27448 -2.06205
S 3.86734 -0.21658 2.65365
C 2.60036 0.47288 3.55008
N 1.29234 0.23901 3.26409
C 0.45993 0.97480 4.08361
C -0.95527 0.92729 4.10558
C -1.64156 1.75977 4.97039
C -0.91988 2.58816 5.87635
C 0.47753 2.72150 5.84029
C 1.16016 1.90696 4.91045
S 2.81004 1.76940 4.77582
H -1.43725 0.20427 3.46893
H -2.70435 1.67912 4.92703
H -1.38556 3.18259 6.67400
H 0.96561 3.48458 6.47315
C -3.19976 3.37101 -6.31649
C -3.40090 2.78972 -4.98255
C -4.69042 2.82368 -4.45762
C -5.03405 2.31011 -3.23464
C -4.01997 1.88516 -2.37475
C -2.65390 1.96552 -2.76887
N -1.62052 1.89715 -1.82717
C -0.75643 2.94944 -1.56556
C -0.96177 4.24931 -2.11198
C -0.26268 5.33025 -1.61970
C 0.79858 5.08651 -0.75152
C 1.16769 3.80953 -0.34313
C 0.36131 2.70707 -0.67953
C 0.68444 1.36019 -0.08969
O -0.18532 0.51166 0.33390
O 1.90761 1.17847 0.18605
C -2.36043 2.35529 -4.14469
C -0.93750 2.39599 -4.61646
H -4.20064 3.63241 -6.68771
H -2.76402 2.59722 -6.96333
H -2.56311 4.26082 -6.35539
H -5.48719 3.17180 -5.11445
H -6.08806 2.18883 -3.00411
H -4.31992 1.54678 -1.39373
H -1.59316 1.11665 -1.18655
H -1.72952 4.35575 -2.87249
H -0.50737 6.35235 -1.88577
H 1.44170 5.91417 -0.46506
H 2.01592 3.61129 0.30854
H -0.75940 3.42298 -4.99485
H -0.77319 1.71182 -5.49478
H -0.24537 2.10447 -3.83060
```


3.
The following is a quantum chemistry calculation of a molecular structure, C32H43B3F8O30S at a distorted geometry, from the Open Molecules 2025 dataset.

Values from the calculation:
E_tot: -129916.522 eV
Maximum force: 1.75 eV Å⁻¹
Charge: 0
Orbital gap: 9.5 eV
Highest occupied orbital energy: -9.1 eV

XYZ file:
```
117
C32H43B3F8O30S, DFT wB97M-V/def2-TZVPD
C -1.82845 -2.19220 2.27271
C -1.91116 -2.29161 0.72630
C -0.60832 -1.88274 -0.00674
C -0.90046 -0.72265 -0.99762
B -0.99647 0.64404 -0.24124
O -1.14129 0.76183 1.13710
B -1.88066 1.93253 1.39917
C -3.33214 1.84048 2.02727
O -4.32014 2.56629 1.32124
C -4.67169 1.99382 0.06795
C -6.18539 1.68192 0.00834
O -1.26110 3.11992 1.02370
B -0.42543 2.75254 0.00035
S 1.36191 3.39061 -0.05419
C 2.20326 2.40079 1.19126
O 1.47154 4.79930 0.22164
O 1.90948 2.97271 -1.32653
O -0.90510 1.87055 -0.93299
H -1.91394 -3.18389 2.69502
H -0.88174 -1.75347 2.58045
H -2.63990 -1.59492 2.67738
H -2.09775 -3.33633 0.47525
H -2.78470 -1.72854 0.39541
H -0.17791 -2.70086 -0.57794
H 0.09426 -1.52990 0.74278
H -0.03808 -0.63237 -1.66617
H -1.80634 -0.89084 -1.57479
H -3.27476 2.30017 3.02130
H -3.58079 0.78607 2.19940
H -4.14361 1.06887 -0.16459
H -4.48201 2.75502 -0.69333
H -6.60579 1.89755 -0.96517
H -6.67699 2.22874 0.80841
H -6.29459 0.61287 0.16585
H 2.25063 2.99319 2.10079
H 1.58197 1.52945 1.40944
H 3.17099 2.05621 0.85003
C 4.39478 4.90546 4.54953
C 4.24097 4.33311 5.93394
O 3.58609 3.09327 5.69349
C 3.97163 2.69823 4.44922
O 3.83738 1.59365 4.02607
O 4.53411 3.71062 3.76099
F 3.44408 5.11033 6.71054
H 3.51382 5.45450 4.22917
H 5.26116 5.53693 4.45361
H 5.18279 4.14999 6.44937
C -3.24864 -0.35530 -4.64400
C -4.59117 -0.32361 -5.33084
O -5.49101 -0.55609 -4.26209
C -4.89435 -0.07182 -3.13423
O -5.45342 0.14095 -2.11135
O -3.57266 0.14627 -3.34439
F -4.71491 -1.32410 -6.23861
H -2.85671 -1.37006 -4.55657
H -2.50613 0.27129 -5.13137
H -4.83239 0.62740 -5.80832
C 5.84734 0.41124 -0.10053
C 6.43901 -0.91939 0.29079
O 5.37670 -1.53081 0.99822
C 4.21777 -1.02405 0.48532
O 3.14402 -1.49396 0.65539
O 4.46126 0.08874 -0.25557
F 7.49870 -0.77336 1.12276
H 5.96253 1.15893 0.68630
H 6.26076 0.80403 -1.02604
H 6.72710 -1.55213 -0.55069
C -6.98774 -4.20231 -8.57844
C -6.88232 -2.71793 -8.34510
O -8.13092 -2.24109 -8.81536
C -9.03069 -3.25498 -8.63825
O -10.20641 -3.12448 -8.67706
O -8.39112 -4.43080 -8.40555
F -5.89106 -2.16412 -9.08883
H -6.69595 -4.48236 -9.58954
H -6.40401 -4.78416 -7.86910
H -6.75278 -2.43271 -7.30056
C -2.22686 -5.34210 6.72485
C -1.48554 -5.70319 5.46142
O -2.33633 -5.19570 4.45100
C -3.00374 -4.13234 4.99213
O -3.59028 -3.31981 4.36511
O -2.88966 -4.13314 6.34716
F -1.37224 -7.04563 5.31261
H -2.96813 -6.09651 6.99279
H -1.56576 -5.17655 7.57191
H -0.49885 -5.24601 5.36836
C -4.33055 -6.69009 -10.93152
C -3.80115 -8.03723 -10.50581
O -3.33940 -7.78360 -9.19011
C -4.10213 -6.77030 -8.69234
O -4.17360 -6.47513 -7.54779
O -4.78222 -6.14198 -9.68802
F -2.75832 -8.43036 -11.27350
H -3.54859 -6.05352 -11.34743
H -5.14654 -6.76188 -11.64642
H -4.54963 -8.83102 -10.48047
C 7.22158 9.44634 3.03128
C 7.84046 8.12370 3.41072
O 6.79356 7.49486 4.13096
C 5.62159 7.98597 3.63287
O 4.55984 7.49160 3.81717
O 5.83885 9.10155 2.89751
F 8.90658 8.28479 4.22846
H 7.33630 10.19211 3.81907
H 7.61566 9.84786 2.10136
H 8.12630 7.49641 2.56498
C 6.79591 0.82804 6.92529
C 8.29559 0.68158 6.85729
O 8.62868 1.46194 5.72173
C 7.68089 2.43404 5.61978
O 7.77984 3.40963 4.95417
O 6.60137 2.14367 6.39297
F 8.66462 -0.60134 6.63665
H 6.27943 0.10180 6.29625
H 6.40882 0.75653 7.93854
H 8.82866 1.06453 7.72939
```